# C23H20ClNO2PTl

A structure of composition C23H20ClNO2PTl in a non-equilibrium geometry (ωB97M-V/def2-TZVPD, OMol25).

Last column: Löwdin charge in e.
CARTESIAN COORDINATES (ANGSTROEM)
C1 -1.06779 -1.45406 4.61988  -0.17
C2 -0.96759 -1.99836 3.30968  -0.17
C3 0.42781 -2.19396 3.02158  -0.20
H1 -1.78109 -2.19006 2.63238  0.11
C4 1.16691 -1.82496 4.17408  -0.17
C5 0.26381 -1.31086 5.13878  -0.19
H2 0.52771 -0.89296 6.09478  0.13
H3 -1.97129 -1.15066 5.11858  0.13
H4 0.83631 -2.56446 2.09738  0.12
H5 2.24001 -1.78106 4.23928  0.13
Tl1 0.02491 -0.10886 3.36438  0.66
Cl1 1.87361 1.15254 2.93188  0.15
P1 0.14121 0.23914 -0.44792  1.08
C6 1.24561 -0.82376 -1.46522  -0.39
C7 0.82651 -1.53726 -2.58592  -0.09
H6 -0.20619 -1.48536 -2.90052  0.10
C8 1.72691 -2.31326 -3.30262  -0.08
H7 1.38691 -2.86416 -4.16982  0.10
C9 3.05751 -2.37966 -2.91532  -0.09
H8 3.75811 -2.98386 -3.47662  0.10
C10 3.48471 -1.67126 -1.79982  -0.08
H9 4.51931 -1.72266 -1.48722  0.10
C11 2.58331 -0.90826 -1.07462  -0.11
H10 2.91791 -0.36936 -0.19642  0.10
C12 -1.51349 -0.19256 -1.12672  -0.39
C13 -2.14689 -1.31596 -0.59232  -0.12
H11 -1.66179 -1.87726 0.19708  0.08
C14 -3.38619 -1.71956 -1.06322  -0.08
H12 -3.86249 -2.59536 -0.64252  0.10
C15 -4.02179 -0.99286 -2.06152  -0.09
H13 -4.99419 -1.30086 -2.42292  0.10
C16 -3.40629 0.13324 -2.58872  -0.08
H14 -3.89659 0.70504 -3.36582  0.10
C17 -2.15809 0.52944 -2.12862  -0.08
H15 -1.68249 1.40314 -2.55122  0.10
C18 0.42731 1.89354 -1.20022  -0.38
C19 1.12781 2.09984 -2.38662  -0.08
H16 1.54181 1.25534 -2.91892  0.10
C20 1.29581 3.38264 -2.88972  -0.08
H17 1.84411 3.52864 -3.81122  0.10
C21 0.75941 4.47304 -2.22032  -0.09
H18 0.89031 5.47194 -2.61522  0.10
C22 0.05881 4.27684 -1.03722  -0.08
H19 -0.35699 5.12284 -0.50592  0.10
C23 -0.09649 2.99804 -0.52612  -0.10
H20 -0.63079 2.85114 0.40478  0.10
O1 -0.62919 2.31784 6.54178  -0.02
N1 -0.77469 1.65044 5.56438  -0.22
O2 0.25801 1.03864 5.02658  -0.41

Cartesian forces, eV/Å:
-0.24 -1.65 2.82
-0.53 -1.29 -0.91
0.63 -3.06 0.05
-0.10 -0.13 0.01
0.39 -1.76 0.91
-0.54 -4.17 2.41
-0.03 -0.15 -0.13
-0.06 -0.01 0.02
-0.02 -0.04 -0.06
0.05 -0.07 0.02
-0.85 7.78 -6.70
1.98 1.30 -1.63
-0.10 0.03 -0.19
-0.05 0.01 0.09
0.03 0.05 0.08
-0.07 -0.01 -0.03
0.03 -0.01 -0.02
-0.01 -0.01 -0.01
-0.04 0.03 0.03
0.00 0.00 -0.01
0.01 -0.04 -0.01
0.02 0.01 0.00
-0.07 0.01 0.03
0.01 0.05 0.05
0.12 0.02 0.01
-0.04 0.15 -0.11
0.06 -0.06 0.02
-0.03 -0.03 0.03
-0.02 -0.02 0.00
0.04 0.02 0.00
0.00 0.00 0.00
-0.03 -0.03 0.00
-0.01 0.01 0.00
0.02 -0.09 0.07
0.02 0.06 -0.03
0.00 -0.05 0.13
-0.06 -0.03 0.09
0.05 -0.04 -0.05
-0.02 0.02 -0.01
0.01 0.00 -0.01
-0.02 -0.07 0.03
0.00 0.00 0.00
0.00 0.03 -0.01
0.00 0.00 0.01
0.04 -0.09 -0.05
0.00 0.02 0.05
1.23 -0.36 0.00
-1.93 -0.14 -0.93
0.13 3.81 3.93

Computed properties:
LUMO energy, Ha: -0.0282
F_max, eV Å⁻¹: 10.30
Kohn-Sham gap, eV: 7.586
Energy, eV: -56257.1893
Multiplicity: 1
Total charge: 0



# C4H7NS

An isolated molecule of C4H7NS in a non-equilibrium geometry (ωB97M-V/def2-TZVPD, OMol25).

Last column: Löwdin charge in e.
CARTESIAN COORDINATES (ANGSTROEM)
C1 -1.20585 -0.99057 -0.39809  -0.05
C2 -0.77630 0.30150 0.27511  -0.28
C3 0.09080 1.40324 -0.32679  -0.07
N1 0.61082 0.45157 0.58886  -0.16
C4 1.68948 -0.35933 0.64193  -0.68
S1 3.09831 -0.08678 -0.22535  0.54
H1 -1.36432 -1.82910 0.30846  0.08
H2 -2.12658 -0.88107 -0.96656  0.07
H3 -0.35619 -1.33110 -1.03357  0.09
H4 -1.47190 0.69490 1.07852  0.15
H5 -0.11975 2.38633 0.11625  0.11
H6 0.44197 1.44263 -1.36025  0.11
H7 1.48951 -1.20222 1.30148  0.07

Cartesian forces, eV/Å:
0.94 -0.32 -0.16
-1.08 -0.01 1.06
-0.39 0.22 -0.12
0.78 0.08 0.65
0.23 0.88 -1.29
-1.17 -0.37 1.05
0.04 0.68 -0.01
0.10 0.09 -0.17
-0.76 0.26 0.03
0.78 -0.61 -0.92
0.32 -0.33 -0.26
-0.13 -0.44 0.25
0.34 -0.14 -0.10

Computed properties:
LUMO energy, Ha: 0.0223
F_max, eV Å⁻¹: 1.61
Kohn-Sham gap, eV: 8.999
Energy, eV: -16585.0745
Multiplicity: 1
Energy relative to the best compared isomer or geometry (same formula, charge and spin), kcal/mol: 42.82
Total charge: 0
SMILES string: C[C@@H]1CN1C=S



# C17H50N6O8

A cluster of 8 separate species, C17H50N6O8 in total in a non-equilibrium geometry (ωB97M-V/def2-TZVPD, OMol25).

Last column: Löwdin charge in e.
CARTESIAN COORDINATES (ANGSTROEM)
N1 9.62384 -17.16839 -21.09800  0.16
C1 8.85786 -17.34282 -19.97717  -0.63
N2 8.72411 -18.60476 -19.49034  0.19
O1 8.25867 -16.38702 -19.46901  0.00
H1 9.78096 -16.19805 -21.30188  0.11
H2 10.23695 -17.89885 -21.40625  0.10
H3 8.26563 -18.77504 -18.60964  0.08
H4 9.24331 -19.33278 -19.94522  0.09
N3 5.06125 -23.43590 -13.31930  0.16
C2 4.77495 -22.61144 -12.26000  -0.66
N4 3.72302 -23.03315 -11.47014  0.14
O2 5.36076 -21.55898 -12.04541  0.02
H5 4.59662 -24.31163 -13.45550  0.09
H6 5.63976 -23.03570 -14.03442  0.08
H7 3.11305 -23.74240 -11.82457  0.08
H8 3.61682 -22.59116 -10.57842  0.10
N5 3.69402 -23.26982 -18.24132  0.19
C3 4.01496 -24.31440 -17.44131  -0.66
N6 2.92670 -24.81852 -16.71939  0.13
O3 5.15391 -24.74426 -17.31388  0.01
H9 4.42462 -22.94939 -18.85497  0.06
H10 2.91964 -22.64393 -18.07679  0.07
H11 2.10557 -24.94468 -17.28488  0.09
H12 3.16204 -25.49308 -16.01638  0.08
C4 6.51227 -23.71331 -21.44559  -0.07
C5 6.63949 -22.78403 -20.24017  -0.46
C6 8.01383 -22.09692 -20.30647  -0.05
O4 5.58037 -21.81417 -20.33530  -0.08
H13 5.48064 -24.01119 -21.64096  0.08
H14 7.05829 -24.65190 -21.30711  0.08
H15 6.88769 -23.24655 -22.36031  0.08
H16 6.58768 -23.38051 -19.32803  0.12
H17 8.68512 -22.75552 -20.85051  0.08
H18 8.39945 -21.80579 -19.32750  0.07
H19 7.93188 -21.13016 -20.81832  0.07
H20 5.91594 -21.04748 -20.80636  0.08
C7 6.38599 -14.51566 -16.75660  -0.06
C8 6.10267 -16.00266 -16.75465  -0.46
C9 5.13488 -16.39440 -17.85343  -0.05
O5 7.35149 -16.69643 -16.93581  -0.10
H21 7.11578 -14.18678 -16.02036  0.08
H22 5.49717 -13.88260 -16.65718  0.08
H23 6.74830 -14.23026 -17.75282  0.08
H24 5.73875 -16.32057 -15.77803  0.13
H25 5.30848 -15.93418 -18.82416  0.08
H26 4.10817 -16.18184 -17.53067  0.08
H27 5.14319 -17.47977 -17.99266  0.06
H28 7.75076 -16.37283 -17.76509  0.05
C10 1.25376 -18.61479 -17.74436  -0.06
C11 1.74243 -19.82780 -18.48546  -0.47
C12 3.21296 -19.68166 -18.84180  -0.06
O6 1.65145 -20.98074 -17.63369  -0.07
H29 0.18325 -18.69340 -17.52411  0.08
H30 1.34775 -17.66124 -18.27287  0.08
H31 1.79491 -18.45847 -16.81095  0.09
H32 1.25922 -20.06806 -19.43690  0.14
H33 3.65598 -20.57269 -19.28470  0.05
H34 3.82135 -19.36992 -17.98403  0.06
H35 3.42333 -18.87023 -19.54897  0.09
H36 0.76812 -21.35801 -17.67611  0.09
C13 5.92450 -19.48901 -15.26766  -0.02
C14 7.19121 -20.12203 -15.80418  -0.47
C15 6.89084 -21.42791 -16.54098  -0.03
O7 8.09386 -19.29087 -16.52375  -0.08
H37 5.58607 -20.01507 -14.37486  0.07
H38 5.08817 -19.51764 -15.97746  0.07
H39 6.05129 -18.43041 -15.02644  0.07
H40 7.75567 -20.48114 -14.93007  0.11
H41 6.34998 -21.25401 -17.47424  0.08
H42 6.38540 -22.09816 -15.85070  0.06
H43 7.85360 -21.88377 -16.79185  0.08
H44 7.74073 -18.37964 -16.54282  0.05
C16 9.85990 -20.09531 -12.61964  -0.09
C17 10.19487 -20.94064 -13.81986  -0.34
O8 10.41040 -20.13285 -14.95445  -0.08
H45 8.99815 -19.45479 -12.83352  0.07
H46 10.66251 -19.39378 -12.37996  0.07
H47 9.58463 -20.64308 -11.71574  0.07
H48 9.37802 -21.65068 -14.01976  0.10
H49 11.07320 -21.57805 -13.71143  0.11
H50 9.59793 -19.89983 -15.42274  0.03

Cartesian forces, eV/Å:
-0.52 -0.19 0.51
-0.85 0.26 0.62
0.43 0.27 -0.91
0.50 -0.07 -0.32
0.30 -0.10 -0.28
0.23 0.24 -0.14
0.05 -0.09 0.19
-0.03 -0.25 0.35
0.04 0.52 0.42
-0.43 0.51 0.13
0.81 -0.09 -0.60
0.04 -0.58 -0.15
0.05 -0.02 -0.17
0.03 -0.25 -0.11
-0.22 -0.07 0.43
-0.28 -0.01 -0.01
0.11 -0.16 -0.59
0.13 0.04 0.74
0.42 0.72 -0.41
-0.28 0.00 -0.03
-0.03 0.24 0.05
-0.06 -0.07 0.20
-0.22 -0.20 0.35
-0.09 -0.39 -0.25
-0.14 -0.62 -0.17
0.64 0.19 -1.41
-0.41 0.36 0.41
-0.04 -0.33 0.85
-0.08 0.18 0.21
0.17 0.17 0.09
0.00 0.12 0.08
-0.55 0.33 0.19
0.38 0.19 0.18
0.10 -0.42 0.08
-0.04 -0.28 -0.44
0.01 0.03 0.01
-0.29 0.84 -0.63
0.79 0.09 -0.35
-0.93 -0.65 0.40
-0.27 0.16 0.47
0.04 -0.25 0.10
-0.14 -0.34 0.31
0.28 -0.18 0.12
-0.12 -0.07 -0.03
0.25 0.18 0.09
0.07 0.26 -0.16
0.23 0.07 0.00
0.02 -0.24 -0.23
-1.00 0.78 0.01
1.30 -0.28 -0.32
0.89 0.58 0.01
0.07 -0.33 0.01
0.12 -0.11 0.18
0.19 -0.28 -0.40
0.04 -0.39 0.05
-0.58 0.39 0.18
-0.16 -0.15 0.15
-0.21 -0.44 0.19
-0.56 -0.05 -0.13
-0.10 0.20 0.02
-0.49 0.65 -0.39
0.21 -1.30 0.89
0.87 0.63 -0.28
-0.60 -0.02 -0.42
0.12 0.02 0.07
0.20 -0.12 -0.15
0.21 -0.11 0.23
-0.11 0.32 0.14
-0.30 -0.16 0.15
-0.32 -0.10 -0.28
-0.10 -0.13 -0.06
0.12 0.25 0.03
-0.20 0.65 0.51
-0.70 -0.44 -0.43
0.61 0.09 -0.39
-0.04 -0.15 -0.20
0.15 -0.21 -0.01
0.22 -0.25 -0.11
-0.03 0.06 0.11
0.20 0.26 0.28
-0.06 0.08 0.14

Computed properties:
LUMO energy, Ha: 0.0164
F_max, eV Å⁻¹: 1.59
Kohn-Sham gap, eV: 9.886
Energy, eV: -43763.4898
Multiplicity: 1
Energy relative to the best compared isomer or geometry (same formula, charge and spin), kcal/mol: 0.00
Total charge: 0
SMILES string: NC(N)=O.NC(N)=O.NC(N)=O.CC(C)O.CC(C)O.CC(C)O.CC(C)O.CCO



- Among the records above, which one has the lowest energy?
  C23H20ClNO2PTl



- F_max of number 3 (C17H50N6O8)?
  1.59 eV Å⁻¹



What did the second record say?
# C4H7NS

An isolated molecule of C4H7NS in a non-equilibrium geometry (ωB97M-V/def2-TZVPD, OMol25).

Last column: Löwdin charge in e.
CARTESIAN COORDINATES (ANGSTROEM)
C1 -1.20585 -0.99057 -0.39809  -0.05
C2 -0.77630 0.30150 0.27511  -0.28
C3 0.09080 1.40324 -0.32679  -0.07
N1 0.61082 0.45157 0.58886  -0.16
C4 1.68948 -0.35933 0.64193  -0.68
S1 3.09831 -0.08678 -0.22535  0.54
H1 -1.36432 -1.82910 0.30846  0.08
H2 -2.12658 -0.88107 -0.96656  0.07
H3 -0.35619 -1.33110 -1.03357  0.09
H4 -1.47190 0.69490 1.07852  0.15
H5 -0.11975 2.38633 0.11625  0.11
H6 0.44197 1.44263 -1.36025  0.11
H7 1.48951 -1.20222 1.30148  0.07

Cartesian forces, eV/Å:
0.94 -0.32 -0.16
-1.08 -0.01 1.06
-0.39 0.22 -0.12
0.78 0.08 0.65
0.23 0.88 -1.29
-1.17 -0.37 1.05
0.04 0.68 -0.01
0.10 0.09 -0.17
-0.76 0.26 0.03
0.78 -0.61 -0.92
0.32 -0.33 -0.26
-0.13 -0.44 0.25
0.34 -0.14 -0.10

Computed properties:
LUMO energy, Ha: 0.0223
F_max, eV Å⁻¹: 1.61
Kohn-Sham gap, eV: 8.999
Energy, eV: -16585.0745
Multiplicity: 1
Energy relative to the best compared isomer or geometry (same formula, charge and spin), kcal/mol: 42.82
Total charge: 0
SMILES string: C[C@@H]1CN1C=S